1.
{
  "formula": "C22H35ClN6O8PS",
  "method": "ωB97M-V/def2-TZVPD",
  "homo_ev": -11.444,
  "homo_lumo_gap_ev": 7.7,
  "mol_weight_g_mol": 610.1,
  "charge": 1,
  "elements": ["Cl", "S", "P", "O", "O", "O", "O", "O", "O", "O", "O", "N", "N", "N", "N", "N", "N", "C", "C", "C", "C", "C", "C", "C", "C", "C", "C", "C", "C", "C", "C", "C", "C", "C", "C", "C", "C", "C", "C", "H", "H", "H", "H", "H", "H", "H", "H", "H", "H", "H", "H", "H", "H", "H", "H", "H", "H", "H", "H", "H", "H", "H", "H", "H", "H", "H", "H", "H", "H", "H", "H", "H", "H", "H"],
  "xyz": [[-1.720, -0.596, -0.406], [0.510, 4.122, -3.308], [2.884, 1.957, 0.661], [-5.342, -2.425, -1.708], [1.052, 6.191, -1.708], [0.255, 1.556, 0.819], [-2.024, -2.740, -3.745], [4.019, 1.777, -0.298], [-6.447, -1.479, -3.442], [-7.448, -2.853, -1.951], [-0.783, -1.024, -3.431], [3.586, -1.175, 0.244], [-1.055, -2.248, -4.133], [2.326, 7.559, -2.906], [0.828, -0.829, -1.571], [2.033, 6.505, -3.723], [1.530, -0.393, 1.112], [-0.171, -2.136, 1.963], [3.349, -0.730, 2.712], [4.863, -1.553, 0.441], [-8.675, -2.685, -2.665], [4.745, -1.129, 2.969], [-0.134, -1.410, -0.578], [1.751, 7.378, -1.728], [0.263, 1.671, -1.933], [1.185, 0.613, -1.254], [2.927, -0.782, 1.346], [1.276, 5.715, -2.974], [0.565, -1.093, -3.017], [-4.158, -1.764, -2.149], [0.349, -1.811, 4.983], [0.908, 3.122, -1.795], [-0.450, -0.706, 4.226], [-6.418, -2.181, -2.467], [-0.971, -1.079, 2.785], [1.390, 0.813, 0.293], [5.434, -1.541, 1.761], [0.298, 0.707, 4.197], [0.700, -1.556, 0.759], [-1.106, -0.116, 2.226], [3.251, 1.907, 2.034], [5.474, -1.919, -0.410], [-0.333, -2.464, -0.905], [6.488, -1.884, 1.866], [-0.400, 1.523, 4.485], [1.719, -1.335, -1.379], [-0.921, -2.807, 1.455], [0.568, 2.173, 1.500], [1.421, -2.397, 0.528], [2.696, -0.414, 3.551], [-4.290, -0.681, -2.123], [0.992, -2.105, -3.254], [0.505, -2.810, 2.528], [2.020, 2.961, -1.833], [2.372, 3.282, 0.449], [-8.984, -1.639, -2.659], [1.224, -2.217, 4.403], [-2.017, -1.474, 2.909], [-3.355, -2.032, -1.466], [-3.885, -2.093, -3.150], [1.059, 0.649, 5.026], [1.817, 8.039, -0.847], [-8.579, -3.051, -3.687], [0.851, 0.879, 3.250], [-1.366, -0.508, 4.847], [0.606, 3.638, -0.859], [-9.434, -3.274, -2.155], [0.773, -1.459, 5.958], [0.103, 1.535, -3.028], [2.206, 0.750, -1.716], [1.175, -0.370, -3.618], [-0.749, 1.769, -1.474], [-0.324, -2.675, 5.193], [5.196, -1.146, 3.976]],
  "lowdin_charge": [0.844, 0.970, 0.819, 0.010, -0.013, -0.073, 0.123, -0.410, 0.132, 0.007, -0.093, 0.114, 0.038, 0.029, -0.029, 0.054, -0.027, -0.120, 0.014, -0.089, -0.036, 0.011, -0.485, -0.135, -0.191, -0.183, -0.356, -0.630, -0.146, -0.095, -0.093, -0.456, -0.374, -0.614, -0.178, -0.468, -0.034, -0.078, -0.261, 0.078, 0.047, 0.125, 0.144, 0.112, 0.084, 0.170, 0.117, 0.078, 0.152, 0.098, 0.100, 0.161, 0.107, 0.074, 0.039, 0.100, 0.060, 0.119, 0.018, 0.069, 0.075, 0.142, 0.100, 0.027, 0.131, 0.073, 0.095, 0.085, 0.098, 0.159, 0.163, 0.102, 0.088, 0.116]
}

2.
{
  "formula": "C7H11INO2",
  "method": "ωB97M-V/def2-TZVPD",
  "homo_ev": -12.350,
  "homo_lumo_gap_ev": 9.2,
  "e_above_lowest_kj_mol": 115.2,
  "mol_weight_g_mol": 268.1,
  "charge": 1,
  "elements": ["I", "O", "O", "N", "C", "C", "C", "C", "C", "C", "C", "H", "H", "H", "H", "H", "H", "H", "H", "H", "H", "H"],
  "xyz": [[4.703, 0.013, -0.312], [0.051, -1.430, 0.397], [-1.030, 1.186, -1.849], [-2.233, 0.465, 0.153], [0.687, -2.733, -1.240], [-0.122, -0.733, -0.777], [-1.063, 1.260, 0.552], [-1.448, 2.763, 0.622], [-0.919, 0.494, -0.705], [0.139, -1.610, -1.806], [0.627, -2.610, 0.129], [-2.362, -0.508, 0.441], [-2.103, 3.018, 1.397], [-0.386, 3.212, 0.716], [-1.713, 3.085, -0.396], [0.198, -1.300, -2.900], [-0.393, 0.925, -2.514], [0.899, -3.405, 0.738], [6.017, 0.985, -0.518], [1.135, -3.463, -1.906], [-0.500, 0.795, 1.282], [-3.028, 1.051, -0.223]],
  "nbo_charge": [-0.128, -0.399, -0.663, -0.580, -0.309, 0.131, -0.056, -0.636, 0.417, -0.215, 0.148, 0.452, 0.249, 0.258, 0.246, 0.245, 0.519, 0.236, 0.129, 0.257, 0.241, 0.460]
}

3.
{
  "formula": "C11H14Br2N",
  "method": "ωB97M-V/def2-TZVPD",
  "homo_ev": -12.157,
  "homo_lumo_gap_ev": 6.8,
  "mol_weight_g_mol": 320.0,
  "charge": 1,
  "elements": ["Br", "Br", "N", "C", "C", "C", "C", "C", "C", "C", "C", "C", "C", "C", "H", "H", "H", "H", "H", "H", "H", "H", "H", "H", "H", "H", "H", "H"],
  "xyz": [[-4.241, -0.968, 1.044], [-3.322, 1.514, -0.722], [-1.493, -0.369, 0.485], [1.823, 0.215, 0.731], [2.770, 1.087, 1.256], [1.657, -1.287, 0.855], [2.663, 2.465, 1.166], [0.508, -1.640, -0.106], [1.554, 2.943, 0.384], [0.816, 0.717, -0.030], [-2.513, -1.897, -2.293], [0.637, 2.086, -0.300], [-2.804, -0.200, -0.072], [-0.274, -0.345, -0.337], [1.402, 4.002, 0.078], [-1.492, -1.200, 0.967], [-1.563, -1.425, -2.361], [1.742, -1.669, 1.891], [3.669, 0.609, 1.679], [3.390, 3.161, 1.507], [-0.101, -2.436, 0.145], [1.051, -1.886, -1.074], [2.619, -1.713, 0.573], [-2.682, -2.695, -1.625], [-1.481, 0.458, 1.114], [-0.241, 2.293, -0.854], [-0.629, -0.233, -1.349], [-3.466, -1.588, -2.752]],
  "nbo_charge": [0.134, 0.173, -0.611, -0.023, -0.175, -0.452, -0.178, -0.421, -0.183, -0.060, -0.287, -0.214, -0.231, -0.068, 0.232, 0.444, 0.188, 0.247, 0.226, 0.243, 0.213, 0.254, 0.244, 0.190, 0.445, 0.222, 0.225, 0.225]
}

4.
{
  "formula": "C4O3",
  "method": "ωB97M-V/def2-TZVPD",
  "homo_ev": -9.980,
  "homo_lumo_gap_ev": 9.9,
  "e_above_lowest_kj_mol": 47.4,
  "mol_weight_g_mol": 96.0,
  "charge": 0,
  "elements": ["O", "O", "O", "C", "C", "C", "C"],
  "xyz": [[-0.358, -2.188, -0.816], [-0.136, -0.919, 2.250], [0.605, 2.278, -1.263], [0.369, 1.492, -0.454], [-0.015, 0.479, 0.256], [-0.106, -0.147, 1.360], [-0.366, -1.157, -1.269]],
  "nbo_charge": [-0.510, -0.435, -0.408, 0.801, -0.671, 0.759, 0.464]
}